Entry 1:
ORCA calculation (ωB97M-V/def2-TZVPD) on a 12-piece molecular cluster, C45H69F3O9 overall.

```
126
Properties=species:S:1:pos:R:3:forces:R:3
F 3.00198 0.17183 -3.79195 0.2618 0.0075 0.1497
F 0.51998 2.85568 7.45338 -0.0999 0.0552 0.1032
F 0.08589 -2.43182 -1.40156 -0.0928 -0.0824 -0.4846
O -3.34331 1.02168 4.17776 -0.4119 -0.1812 0.1316
O -1.49393 4.53820 1.13752 -0.0066 0.3444 0.2404
O 4.89100 -1.09506 1.74627 0.0891 -0.2648 0.1371
O -4.68827 -3.09101 -2.76772 -0.2883 0.0966 -0.4479
O -0.82566 -7.30297 1.00194 -0.1581 0.0349 0.2241
O -0.29543 -2.34230 3.61943 0.7366 0.0582 0.1007
O 1.05020 4.49176 -2.04764 -0.4674 0.6619 -0.5884
O -0.43270 -4.84715 -2.91362 -0.3558 0.6163 0.0819
O -4.39360 5.29844 -1.21098 -0.1172 0.1707 -0.0518
C 0.50035 0.98735 4.36892 0.3477 0.2551 0.3631
C 0.36644 -5.46327 1.98166 -1.0001 -1.1054 -1.2442
C -0.05451 -1.16087 -0.98943 0.9329 0.8886 0.8649
C -3.41147 -2.05791 -1.09026 0.0756 0.3092 0.1389
C -0.90350 -3.89830 -5.06400 -0.0715 1.0765 0.4109
C -1.40010 -2.80323 3.75327 -0.3983 0.6707 -0.4317
C 0.16653 -6.61803 0.98796 0.3666 0.1018 -0.3477
C -4.00786 -2.13678 -2.48499 0.4933 -0.7495 0.5310
C 4.51216 -2.63385 -5.45842 1.1405 -0.5750 -1.2025
C -3.25241 5.01895 -1.47271 1.2355 -0.2415 0.1878
C 2.83977 -2.23344 2.26487 0.3553 1.1816 0.8158
C -0.63389 4.16374 3.30109 -0.3424 0.8564 1.6473
C 4.21721 -1.74298 -4.45732 -0.4866 0.9984 0.4858
C 0.06215 1.48916 5.60225 -0.3016 -0.0327 -1.2868
C -0.51781 -0.98471 0.30205 0.3311 -0.3310 -0.1331
C -2.55109 -2.18508 2.98513 -1.3093 -0.8007 0.4405
C -0.59567 0.30024 0.82665 0.1959 0.6311 -0.3257
C 3.50825 -1.55667 -0.12147 0.8609 -0.8487 -0.3821
C 3.34342 -0.71144 -4.75744 -0.6593 -0.0356 -0.0436
C 3.14935 -1.42195 -6.99977 0.0699 -0.6820 -0.4517
C 4.06319 -2.45056 -6.76961 -0.6028 0.7473 0.9225
C 1.46932 -4.28495 -4.18215 0.2115 0.8535 0.2940
C 1.75206 1.32884 3.90340 1.2682 -0.0426 -0.3424
C 3.38734 4.70035 -2.50101 0.3603 1.0514 -0.4586
C -1.68547 -4.00211 4.60751 0.1298 -0.5461 0.1230
C 2.12592 4.89048 -1.67921 0.7933 -2.0642 0.9500
C -2.78329 3.58602 -1.68492 0.0028 0.3295 0.7251
C 2.39977 5.07573 -0.20601 0.1523 0.2439 1.3415
C 0.92766 2.30682 6.28942 -0.0784 -0.0233 0.2011
C -0.01680 -4.28540 -3.90183 0.4236 -1.9546 -0.4144
C -4.51985 0.43543 2.16624 -0.1967 -0.3289 0.0547
C -2.11953 6.04534 -1.57227 -0.7907 -0.0265 -0.3544
C 0.48220 -0.10586 -1.72773 0.0335 -1.2864 -0.2110
C 1.24865 -6.85300 -0.04632 0.2344 -0.0684 0.2601
C 2.73183 -0.57020 -5.98265 0.6055 -0.0192 -0.7597
C -0.10708 1.36115 0.07518 0.6465 0.2727 -0.5751
C 2.64908 2.10653 4.64973 -1.0724 0.5643 0.0290
C -3.86343 1.37213 3.14030 1.3208 0.1632 -0.6962
C 2.20461 2.62923 5.85474 -0.1452 -0.2747 0.3176
C 0.50616 1.15028 -1.16994 -1.3272 0.3075 0.1062
C -3.67687 -1.03052 -3.45499 -0.5307 0.4039 0.2667
C -0.72094 6.50919 2.22833 -0.3554 -0.3686 -0.9814
C -1.03222 5.03921 2.14604 0.4581 -1.2893 -0.3452
C 3.88766 -1.63434 1.34835 -0.8501 0.0207 -0.5517
C -3.60131 2.78387 2.58769 -0.8711 -1.4652 1.5650
H 2.55155 6.10695 0.12365 0.0150 0.0940 -0.3174
H -4.45518 -0.96787 -4.21306 0.1255 -0.1097 -0.1264
H 2.77730 3.26885 6.51392 0.2178 0.0251 -0.2189
H 4.46035 -3.05698 -7.56829 -0.2260 -0.1617 -0.0443
H -2.51193 -2.24950 1.89793 0.6508 0.1075 0.0137
H -0.12017 2.38654 0.42728 -0.2703 -0.1060 0.2628
H 1.78962 -3.26500 -4.41869 0.1140 -0.1521 -0.3230
H -0.76824 -4.58475 4.68550 -0.1069 -0.1682 -0.2121
H -2.80690 -1.16068 -0.97825 -0.0448 0.0029 0.1938
H -4.20587 -2.08005 -0.34060 -0.1436 0.2179 -0.1421
H -1.95069 -4.05967 -4.81920 0.0274 -0.2998 -0.1256
H 2.09038 0.25968 -6.24212 -0.1791 -0.0001 0.3917
H 2.05280 -4.60871 -3.32241 -0.2387 -0.0721 0.1363
H 3.62761 3.63687 -2.48532 -0.1395 -0.0557 -0.0373
H 0.25399 4.54898 3.81234 0.3466 -0.2833 -0.4460
H 5.22713 -3.44323 -5.35638 -0.0292 0.0886 0.5878
H -3.76751 0.28409 1.38386 -0.2098 0.2383 -0.2761
H 0.28332 6.63337 2.62438 -0.1842 0.3751 0.3776
H 3.32431 -0.51222 -0.36689 -0.1946 -0.0557 -0.1752
H 1.04665 -6.26604 -0.94484 -0.0312 0.1781 0.0878
H -3.40455 2.96757 -1.03666 -0.0067 -0.2886 -0.3126
H -1.39294 5.67850 -2.29793 -0.1201 0.3679 -0.3248
H -0.99338 1.37084 5.81241 0.1465 -0.0934 0.6658
H -2.72312 2.73643 1.95098 -0.2132 0.1951 -0.3660
H -1.97976 -3.84993 5.64804 -0.1371 0.7038 -0.1399
H -4.74417 -0.56418 2.53276 -0.0868 0.1872 0.3943
H -0.74904 6.84442 1.19132 0.1418 0.2402 0.0841
H -2.80194 -2.93017 -0.84860 0.0835 -0.0712 -0.4042
H -0.11654 0.34915 3.75360 -0.2105 -0.0159 0.1685
H 3.58765 2.44790 4.23777 0.1562 -0.3293 -0.0028
H -2.50515 -4.54901 4.14206 0.1811 -0.3469 0.0469
H 1.34865 -5.54890 2.43348 -0.0731 0.3185 0.3091
H 1.83710 -2.14159 1.85455 0.0198 -0.3933 -0.1633
H 2.71674 -2.23460 -0.44019 -0.4512 0.3763 0.3609
H -3.65377 -0.08890 -2.90134 0.0838 0.0591 -0.1131
H -3.36860 3.31304 3.50942 -0.0354 0.6372 -0.3438
H 0.78349 1.99828 -1.78387 0.3889 0.0186 0.1994
H 4.24442 5.23137 -2.08364 -0.0975 -0.0519 0.2422
H -1.74796 3.53295 -1.34608 0.0012 -0.1545 -0.0381
H -0.63554 -1.90569 0.85896 -0.5145 0.2244 0.2652
H 1.65149 4.64316 0.46433 -0.5056 0.1756 -0.5614
H 2.74330 -1.32395 -7.99976 -0.0070 0.2470 0.0442
H 2.87097 -1.54994 3.12176 -0.1451 -0.3043 0.1866
H -0.57252 -4.39877 -5.97274 -0.1492 -0.2694 0.0739
H -0.79271 -2.83013 -5.28785 0.1012 -0.0131 0.0747
H 1.69419 -4.95566 -5.01201 -0.0799 0.1703 -0.1578
H -1.53513 6.15671 -0.66532 -0.3365 -0.2946 0.3285
H 3.06139 -3.22211 2.65957 0.0168 -0.1470 -0.3073
H -1.00119 0.56556 1.79370 -0.0390 -0.5408 0.1790
H 3.32415 5.05001 -3.53193 -0.4018 -0.2677 -0.0319
H -0.61319 3.08652 3.19132 0.1913 0.0462 -0.6326
H 3.29996 4.53908 0.11172 0.2267 0.1416 -0.5063
H 1.27693 -7.89953 -0.34385 -0.1452 -0.0240 0.0650
H -2.70005 -1.15701 -3.92092 0.0498 -0.1909 0.0627
H 4.63358 -1.68869 -3.45904 0.1459 -0.6009 -0.0462
H -1.52351 7.04385 2.73415 0.3154 0.0759 0.4600
H 0.94755 -0.33722 -2.67742 -0.0975 0.1638 -0.0799
H 2.10779 1.00311 2.93122 -0.2531 -0.1970 -0.0051
H -4.53106 3.09502 2.11712 0.3782 0.5757 -0.3466
H -3.45807 -2.75473 3.21574 -0.0828 0.2016 0.1327
H -2.59586 6.99827 -1.80393 0.3754 0.0916 -0.2668
H 2.22062 -6.58060 0.37033 0.0278 0.1062 -0.2030
H -2.74407 -1.16004 3.29334 0.3501 0.0692 0.0520
H -0.50330 -5.58170 2.62224 0.3906 0.2811 0.5687
H -2.80791 3.27038 -2.72680 -0.2333 0.0562 -0.0389
H -5.42275 0.88794 1.75927 0.0984 -0.0348 -0.2617
H 4.36012 -1.92227 -0.70628 0.2102 0.4647 0.0761
H 0.23553 -4.55002 1.39829 0.3719 0.2092 0.1569
H -1.34848 4.32279 4.12470 -0.2748 0.0775 -0.2498
```
Forces are in eV/Å.

The calculation puts the HOMO-LUMO gap at 0.3478 hartree. As for the energy above the lowest of the compared OMol25 structures with the same formula, charge and spin: 2.002 eV. Its SMILES is Fc1ccccc1.Fc1ccccc1.Fc1ccccc1.CC(C)=O.CC(C)=O.CC(C)=O.CC(C)=O.CC(C)=O.CC(C)=O.CC(C)=O.CC(C)=O.CC(C)=O. Its spin multiplicity is 1.


Entry 2:
ORCA calculation (ωB97M-V/def2-TZVPD) on a 2-piece molecular cluster, C3H11NO overall.

```
16
Properties=species:S:1:pos:R:3:forces:R:3
O 2.94167 2.92016 0.15999 -0.0728 -0.0320 -0.3455
N 0.80568 -0.10363 -0.32222 0.1613 -0.1877 0.2366
C -2.36413 -2.04479 -0.00216 -0.1073 -0.3361 0.5055
C -0.66915 -0.11256 -0.32269 0.9064 0.6229 0.2763
C -1.25252 -1.17793 0.57488 -0.2856 -0.3875 0.0743
H -3.28288 -1.48193 -0.15755 0.0389 0.1064 -0.3575
H -2.62369 -2.80332 0.74252 -0.0104 0.0007 -0.0228
H 1.14664 0.84492 -0.39081 0.0360 0.1487 -0.1890
H -0.98628 -0.24125 -1.32876 -0.3689 -0.3222 -1.0105
H -0.49872 -1.83061 1.00333 0.5009 -0.1326 -0.3316
H 3.53414 2.39039 -0.38720 -0.0053 0.0136 0.1375
H 1.14984 -0.40665 0.58076 -0.0563 -0.1463 0.0581
H -1.00899 0.88495 -0.03958 -0.3951 -0.0072 0.2073
H -1.65043 -0.69287 1.43792 -0.4197 0.4315 0.7869
H 2.48918 3.48502 -0.47942 0.0478 -0.0184 0.1748
H -2.07829 -2.59913 -0.89437 0.0300 0.2462 -0.2003
```
Forces are in eV/Å.

The calculation puts the HOMO-LUMO gap at 0.3648 hartree. As for the energy above the lowest of the compared OMol25 structures with the same formula, charge and spin: 0.613 eV. Its SMILES is CCCN.O. Its spin multiplicity is 1.


Entry 3:
ORCA calculation (ωB97M-V/def2-TZVPD) on a 3-piece molecular cluster, C27H46IN2O6 overall.

```
82
Properties=species:S:1:pos:R:3:forces:R:3
I 7.28768 -0.49412 0.49443 -0.7504 0.2687 -0.0999
O 1.35252 0.05689 -1.94955 0.3530 0.7867 -1.1604
O -1.97151 -1.50944 3.34460 -0.0560 -0.1661 -0.2416
O 0.31590 1.21502 4.79833 0.7080 -0.5905 0.4062
O -5.80668 0.13646 -1.04736 -0.2969 -0.3064 -0.2717
O -1.92658 -3.65544 2.84853 -0.2347 0.0805 -0.4430
O -4.30487 -1.47736 -1.11039 -0.2882 0.2657 -0.0510
N 4.90596 0.47655 -1.03916 0.4693 -0.0980 0.1954
N 1.94950 -0.41538 5.16692 0.4249 1.3073 -0.7577
C 1.20305 0.52135 4.36869 -0.1105 0.8205 -0.9931
C 3.07385 1.25534 2.72781 -0.6834 -0.0251 -0.5673
C 3.54431 1.09094 -1.26295 -2.5432 -0.1276 -0.3043
C 2.73047 0.14438 -2.28779 0.4373 -0.0463 -0.1785
C -5.86422 2.51341 -0.53222 0.1872 0.0396 -0.0209
C -1.37534 -1.75239 -4.88486 0.1984 -0.6875 0.6033
C -1.17659 1.26373 -4.58285 2.1698 1.3554 2.3668
C -1.39550 -2.56252 3.42203 -0.0794 0.0518 0.2859
C 5.22560 0.22693 0.39377 0.7204 0.7943 1.9216
C 0.78733 2.39835 -2.57587 -2.4080 -1.1662 -2.2312
C -0.04064 3.27987 -3.43292 0.1848 -1.1027 0.0406
C -6.52993 1.16346 -0.35855 0.0750 0.2582 0.0743
C 5.03663 1.62666 1.12475 -0.7348 -0.7326 -0.5387
C -1.39599 -5.74660 3.97413 0.0015 0.0779 0.1757
C -4.09835 0.00954 0.71535 -0.2638 -0.1663 0.5351
C -0.50406 -1.18561 -3.70780 -0.5737 0.8632 0.6975
C 3.47080 1.82956 1.30672 -0.0940 0.1287 -0.9260
C 0.15297 4.83414 -3.25002 -0.5132 -0.9440 0.3554
C -0.98032 2.72451 -4.41964 0.9299 -1.4847 1.1750
C 1.60110 0.69114 2.85770 0.5064 -1.4909 -0.5175
C 2.67460 1.14372 0.07528 1.8983 -0.0575 1.1087
C -0.13385 -2.69152 4.22674 0.5518 -0.0572 -0.4374
C 0.58415 0.95512 -2.73756 -1.3564 1.8397 -1.1873
C -0.38868 0.38550 -3.70225 0.6911 0.8823 -0.1742
C -1.24402 -1.55702 -2.32574 0.0387 0.5417 -0.4647
C -1.24557 -4.90997 2.72003 0.0237 -0.2205 0.2197
C -4.75080 -0.52031 -0.52925 0.3179 -0.0193 -0.0465
H 2.84987 0.52905 -3.33605 -0.0576 -0.3615 0.9030
H -5.76006 2.75109 -1.59279 -0.1158 -0.0232 0.0389
H 3.76442 0.38371 2.92687 -0.4896 1.0924 0.1892
H -6.45301 3.29674 -0.05191 0.0072 -0.0331 -0.0241
H 4.61102 -0.58889 0.85531 0.4221 0.8323 -0.8330
H -3.72723 -0.83279 1.29443 0.2199 -0.0139 -0.1080
H 5.62319 1.13444 -1.38399 -0.2096 -0.3780 0.1260
H -1.71977 -5.42629 1.88447 -0.0941 0.2438 0.0023
H 5.06076 -0.40319 -1.55147 -0.3580 0.2683 -0.0975
H 3.18078 2.08672 3.46970 0.3443 -0.8598 -0.4774
H -0.74807 5.29569 -2.74932 0.8141 -0.5110 -0.7016
H 2.49813 0.06890 0.36077 -0.3808 1.1304 -0.4409
H -6.67819 0.90065 0.69074 0.1141 -0.0046 -0.0249
H -1.62427 -0.60156 -1.86211 0.2525 -1.1073 -0.4035
H -2.45895 -1.49742 -4.70077 1.1365 -0.0069 -0.4381
H -0.39096 -2.82359 5.27741 0.0507 0.0597 -0.0249
H -4.77302 0.55738 1.36945 0.0744 0.1783 -0.1023
H -7.52149 1.19078 -0.81247 0.1223 -0.2002 -0.0911
H 2.68256 -0.88548 4.63096 -0.3373 0.1914 0.1271
H -1.88618 0.84054 -5.33358 0.7716 0.4863 0.8460
H 3.13548 -0.91547 -2.25811 -0.2669 1.0664 0.1908
H 2.41429 0.10260 5.91943 -0.5541 -0.4200 0.0704
H -1.33148 -2.87993 -4.80949 -0.0106 1.1584 -0.1760
H -2.45203 -5.89582 4.20557 0.0436 -0.0345 -0.1107
H -4.86025 2.52416 -0.10509 -0.0669 0.0061 0.0926
H 1.00263 4.99875 -2.53140 -0.6409 0.0034 -0.9884
H 1.73436 1.72844 -0.04140 0.6999 -0.9715 -0.2958
H 5.49205 2.39260 0.43051 -0.3128 -0.5651 1.0034
H 0.31538 5.31996 -4.24318 0.0074 -0.2670 0.9652
H -1.57701 3.41888 -5.05568 0.6298 -0.5933 0.6380
H 0.44071 -1.77417 4.11008 -0.3857 -0.1817 0.2261
H 0.83537 1.24777 2.24981 0.6882 -0.2689 1.1319
H 0.51511 -3.50326 3.90316 -0.1106 -0.1705 0.1491
H -0.92273 -6.72127 3.84468 -0.0269 0.0282 -0.0108
H -1.02743 -1.46679 -5.90850 -0.3641 -0.0651 0.8767
H 1.61757 -0.35167 2.40699 -0.1105 0.9936 0.4045
H 3.71435 2.10068 -1.71934 -0.1612 -0.9046 0.5296
H 1.49135 2.84700 -1.83795 -0.6863 -0.4719 -0.7595
H 0.54530 -1.60199 -3.68577 -1.1532 0.3103 -0.2782
H 5.50012 1.64015 2.14029 -0.0205 0.0130 -1.0765
H -0.55717 -2.02836 -1.57820 -0.6880 0.1758 -0.7473
H -3.26070 0.64911 0.43402 -0.0331 -0.0099 0.0127
H -2.13710 -2.18362 -2.57842 0.8921 0.3658 0.6533
H 3.22837 2.92863 1.21520 0.3768 -1.0774 0.4405
H -0.20078 -4.76064 2.43760 -0.0114 0.0703 0.0945
H -0.94820 -5.25710 4.84047 0.0787 -0.0463 -0.0497
```
Forces are in eV/Å.

The calculation puts the HOMO-LUMO gap at 0.2613 hartree. As for the net charge: +1. Its spin multiplicity is 1.


Entry 4:
ORCA calculation (ωB97M-V/def2-TZVPD) on one molecule with the formula C9H13NSi.

```
24
Properties=species:S:1:pos:R:3:forces:R:3
Si -2.21553 -1.96923 0.44463 1.2229 0.2883 0.0389
N -1.68010 -0.32188 0.64777 1.6619 0.8855 -1.9936
C 3.35176 -0.67307 0.10734 2.5107 -2.1367 1.6446
C 2.76780 0.11536 1.05034 -0.7578 0.5153 -0.1166
C 1.44238 0.41694 0.92767 -1.4912 3.2138 2.1555
C -0.69934 0.42112 -0.38802 -1.3833 -1.7265 2.2062
C 2.68022 -1.14456 -0.97332 -0.7729 -0.1813 -1.9090
C -0.84713 1.83758 -0.06829 -0.8092 1.9225 0.0846
C 1.37927 -0.70657 -1.16256 -2.0289 0.3682 0.5653
C -0.27019 2.86039 -0.68861 -0.7373 1.6653 0.2259
C 0.69684 0.05116 -0.13907 1.9551 -2.6612 -3.0821
H -0.69679 3.98204 -0.48550 1.7855 -2.9236 -0.5009
H -2.85796 -1.92581 -0.95956 0.6821 -0.5649 0.9010
H 4.28439 -1.21002 0.41401 -0.3161 1.0758 -0.7389
H 3.28475 0.60727 1.82320 0.8831 -0.0173 0.9882
H -1.04278 -3.06228 0.82862 -1.6088 1.0953 -0.8844
H -0.94447 0.15821 -1.42602 -0.4208 0.0805 0.4543
H -3.23899 -1.98963 1.48423 -0.3345 -0.5491 0.1691
H 3.18640 -1.78361 -1.71700 -0.4051 0.3295 0.5134
H 0.55641 2.57468 -1.37710 -0.8422 0.9910 0.0005
H -1.46466 1.99826 0.79893 -0.6753 0.4069 -0.1127
H 0.72188 -0.94753 -2.03188 1.0364 -0.0960 0.5211
H 0.95788 1.21649 1.62069 0.9933 -1.6844 -0.8465
H -1.39305 -0.00855 1.57556 -0.1476 -0.2972 -0.2841
```
Forces are in eV/Å.

The calculation puts the HOMO-LUMO gap at 0.3587 hartree. As for the energy above the lowest of the compared OMol25 structures with the same formula, charge and spin: 1.715 eV. Its SMILES is C=C[C@H](N[SiH3])c1ccccc1. Its spin multiplicity is 1.